Entry from OMol25: C35H44As2N6O8PPtTe as an isolated structure (ωB97M-V/def2-TZVPD).

Each line ends with the Mulliken charge.
Positions of all 98 atoms, in Å:
Pt  -0.20813  -0.56705  -0.04663  3.48
C  2.29396  -2.39382  -5.12318  -0.82
N  1.81386  -2.54572  -3.75778  0.16
C  1.84201  -3.70079  -3.02678  -0.54
C  1.30531  -3.39978  -1.80362  -0.93
N  0.96519  -2.08363  -1.77484  0.24
C  1.27078  -1.58664  -2.95466  -0.36
P  0.94741  0.11946  -3.47567  -0.64
C  1.59673  1.02730  -2.03290  -0.15
N  1.29749  0.86505  -0.74845  -0.02
C  2.08117  1.73203  -0.04486  -0.32
C  2.86995  2.42690  -0.91066  -1.00
N  2.55601  1.97789  -2.16234  0.17
C  3.17205  2.44245  -3.39864  -0.86
C  -0.80672  0.24486  -3.03531  -0.04
N  -1.32770  -0.00704  -1.84309  -0.43
C  -2.65720  0.29350  -1.91344  -0.73
C  -2.94233  0.73912  -3.16968  -1.19
N  -1.76881  0.70114  -3.87279  0.26
C  -1.60280  1.09930  -5.26368  -0.86
H  2.40822  -3.38083  -5.56242  0.32
H  3.25617  -1.88407  -5.14276  0.32
H  1.57658  -1.83034  -5.71509  0.31
H  2.22196  -4.61970  -3.43899  0.53
H  1.13441  -4.04341  -0.95593  0.51
H  2.05099  1.81015  1.02821  0.08
H  3.60609  3.19372  -0.74572  0.51
H  3.82147  3.27965  -3.15993  0.35
H  2.41151  2.77431  -4.10131  0.32
H  3.76513  1.65215  -3.85468  0.31
H  -3.31628  0.16406  -1.07409  0.76
H  -3.86569  1.05882  -3.61969  0.58
H  -2.58657  1.28541  -5.68462  0.34
H  -1.12327  0.30558  -5.83172  0.32
H  -1.00761  2.00773  -5.33656  0.33
C  -7.34296  -1.73089  -2.25998  -1.56
C  -5.99907  -1.88410  -1.60242  0.74
C  -4.91642  -2.41207  -2.29007  -1.14
C  -3.67142  -2.58069  -1.68838  1.22
C  -2.53765  -3.11659  -2.52283  -1.62
C  -3.51111  -2.21212  -0.34733  -0.06
Te  -1.66377  -2.57169  0.63143  0.08
C  -4.58708  -1.65448  0.36234  0.86
C  -4.46211  -1.18819  1.79067  -1.39
C  -5.81053  -1.50157  -0.27982  -1.07
H  -7.29843  -1.98846  -3.31731  0.35
H  -7.71188  -0.70777  -2.17208  0.35
H  -8.07999  -2.38184  -1.78686  0.36
H  -5.03990  -2.69932  -3.32896  0.28
H  -2.82061  -3.13944  -3.57539  0.36
H  -2.26373  -4.13007  -2.22323  0.44
H  -1.64182  -2.50304  -2.40832  0.22
H  -3.51385  -0.68268  1.97038  -0.04
H  -4.51420  -2.03110  2.48321  0.35
H  -5.26726  -0.49696  2.04076  0.42
H  -6.63974  -1.07060  0.27222  0.40
C  -2.09157  3.23407  0.10660  -0.84
O  -0.97976  2.75167  0.87273  -0.14
C  -1.27729  2.07564  1.97979  -0.65
O  -2.37736  1.74655  2.33448  -0.60
C  -0.03737  1.57875  2.66759  -0.82
C  0.64516  2.27575  3.57232  1.22
As  2.19662  1.72022  4.64939  -0.21
C  3.44131  3.04772  3.87926  -1.19
C  2.82499  0.19810  3.56451  1.14
C  2.18119  -0.49024  2.63121  -1.27
As  0.30391  -0.26819  2.17484  2.72
C  -0.54832  -1.17887  3.65103  -1.03
C  2.74933  -1.62233  1.83268  -0.14
O  2.29216  -2.73445  1.87430  -0.59
O  3.75155  -1.21469  1.05275  -0.18
C  4.39796  -2.21671  0.25064  -0.73
C  4.20732  -0.16941  4.02161  0.38
O  4.88598  0.58472  4.67520  -0.55
O  4.56952  -1.40486  3.69145  -0.19
C  5.86980  -1.81080  4.15548  -0.83
C  0.12517  3.64191  3.93585  0.43
O  -0.76302  4.22133  3.36982  -0.57
O  0.77084  4.12811  5.00000  -0.30
C  0.33014  5.41798  5.45964  -0.75
H  -2.30855  4.25542  0.41499  0.33
H  -2.96510  2.60607  0.26245  0.36
H  -1.78268  3.20775  -0.93537  0.19
H  2.87929  3.89059  3.48381  0.46
H  4.03752  2.59568  3.09089  0.36
H  4.10434  3.38911  4.66892  0.37
H  -0.12651  -0.78121  4.57396  0.37
H  -0.35999  -2.24583  3.56571  0.45
H  -1.61694  -0.98118  3.59854  0.32
H  5.45970  -1.98621  0.26478  0.32
H  4.01004  -2.15364  -0.76431  0.10
H  4.21157  -3.20786  0.65471  0.39
H  5.97538  -2.84669  3.85191  0.28
H  5.92478  -1.71688  5.23744  0.31
H  6.63915  -1.19090  3.69965  0.34
H  1.00033  5.68396  6.26974  0.25
H  -0.69621  5.35247  5.81405  0.30
H  0.38781  6.14328  4.65120  0.33

Force components x, y, z for each atom (eV/Å):
Pt 0.140 0.467 -0.446
C 0.012 -0.002 0.015
N -0.022 0.003 -0.026
C -0.041 0.013 -0.014
C 0.049 -0.002 0.054
N 0.048 -0.006 -0.056
C 0.052 0.022 -0.006
P -0.033 0.048 0.007
C 0.173 -0.135 -0.043
N -0.307 -0.056 0.044
C 0.078 0.022 0.049
C -0.031 -0.014 -0.026
N 0.010 0.014 0.036
C -0.001 -0.005 -0.003
C 0.044 0.020 -0.009
N -0.033 -0.140 0.115
C 0.013 0.179 0.019
C 0.022 -0.026 -0.028
N 0.005 -0.008 0.010
C -0.003 -0.004 0.003
H -0.004 -0.002 0.001
H 0.002 0.001 -0.001
H 0.001 0.003 -0.002
H 0.002 -0.003 0.005
H 0.015 0.010 -0.006
H -0.066 0.012 -0.023
H 0.004 -0.001 -0.002
H 0.000 0.000 0.000
H -0.001 -0.003 0.000
H 0.002 -0.001 0.002
H -0.014 0.018 0.006
H -0.005 -0.007 0.003
H -0.001 0.000 0.000
H 0.002 -0.004 0.000
H 0.000 0.001 0.000
C 0.002 0.007 0.001
C -0.004 0.009 -0.015
C 0.026 -0.006 -0.005
C -0.049 -0.036 -0.006
C 0.010 -0.029 0.017
C 0.018 -0.091 -0.009
Te -0.161 -0.181 0.097
C 0.102 0.066 0.086
C -0.041 -0.010 0.020
C -0.006 0.041 -0.009
H -0.001 -0.001 -0.004
H 0.002 -0.003 0.007
H 0.000 -0.002 -0.004
H -0.002 -0.008 -0.010
H -0.021 -0.009 -0.029
H 0.004 0.010 0.022
H -0.018 -0.049 -0.012
H -0.026 0.045 -0.041
H 0.023 -0.018 -0.005
H -0.012 -0.040 -0.016
H 0.007 0.000 -0.013
C -0.025 0.020 0.005
O 0.045 0.047 -0.007
C -0.022 -0.183 -0.073
O -0.039 0.059 0.046
C 0.077 0.099 0.084
C -0.004 -0.041 0.003
As -0.012 -0.014 -0.031
C 0.009 0.009 0.009
C 0.060 0.025 0.098
C -0.165 0.058 -0.183
As 0.002 -0.101 0.306
C 0.018 0.050 0.030
C 0.148 -0.122 0.160
O -0.040 0.061 -0.094
O -0.036 0.011 -0.129
C -0.062 0.015 0.034
C 0.056 0.053 -0.033
O -0.017 -0.039 -0.003
O 0.051 -0.030 0.128
C -0.019 0.013 -0.007
C -0.031 -0.008 0.013
O 0.001 -0.024 -0.055
O 0.020 -0.001 -0.007
C -0.014 0.000 0.013
H -0.026 -0.005 0.002
H 0.009 -0.007 -0.007
H 0.022 0.018 0.004
H -0.003 -0.001 0.017
H -0.010 -0.004 -0.014
H 0.013 -0.007 -0.004
H 0.013 -0.006 -0.009
H 0.009 -0.010 0.004
H 0.016 -0.014 -0.005
H -0.002 0.015 -0.012
H -0.029 -0.030 -0.037
H 0.004 -0.006 0.006
H 0.002 -0.006 0.000
H 0.007 -0.004 0.002
H 0.004 0.004 0.003
H -0.002 -0.003 0.002
H -0.002 0.002 -0.009
H 0.007 0.002 0.001

The value obtained for the energy above the lowest of the compared OMol25 structures with the same formula, charge and spin is 6.2 kcal per mole. Its HOMO energy is -0.33462 Ha. Its total charge is +1. The LUMO energy is -0.08165 Eh.


Entry from OMol25: C35H44ClCsO4Se as an isolated structure in a non-equilibrium geometry (ωB97M-V/def2-TZVPD).

Each line ends with the Mulliken charge.
Positions of all 86 atoms, in Å:
Cs  0.08410  -0.17524  -0.44166  1.46
C  -0.55150  -4.19849  6.82047  -1.85
C  -1.16305  -4.99750  5.67349  2.31
C  -0.36315  -6.29843  5.52894  -1.64
C  -2.60264  -5.35993  6.05841  -1.81
C  -1.15058  -4.21115  4.36710  -0.96
C  -0.59042  -2.95526  4.22296  -0.04
C  -0.56590  -2.26512  3.01582  -0.61
Se  0.27481  -0.55920  2.85054  0.01
C  2.14071  -1.01637  2.89094  -0.35
C  2.69872  -1.65957  3.98769  0.26
C  4.02803  -2.03633  4.04482  -0.87
C  4.81839  -1.70709  2.93168  0.08
C  4.33703  -1.06637  1.80696  -0.41
C  2.93688  -0.70863  1.74857  0.90
O  2.45606  -0.16129  0.68737  -1.18
C  5.23165  -0.77259  0.60434  2.38
C  6.66930  -1.23518  0.84053  -2.22
C  4.70062  -1.53217  -0.62048  -1.67
C  5.29142  0.72884  0.30048  -1.75
C  4.65039  -2.78980  5.21686  2.37
C  5.24626  -4.12251  4.74176  -1.77
C  5.77038  -1.95644  5.84871  -1.82
C  3.61585  -3.11183  6.29177  -2.10
C  -1.18272  -2.82394  1.85282  0.75
O  -1.22720  -2.22068  0.72642  -1.05
C  -1.75677  -4.15018  1.98334  -0.25
C  -1.71456  -4.77738  3.21091  0.05
C  -2.33419  -4.83401  0.74356  2.38
C  -2.81026  -6.25338  1.05415  -2.24
C  -3.53853  -4.09109  0.15535  -1.77
C  -1.21853  -4.93767  -0.30866  -1.66
H  -0.59462  -4.79065  7.74043  0.46
H  -1.07905  -3.25950  6.99687  0.38
H  0.49398  -3.93962  6.64314  0.12
H  -0.38848  -6.87425  6.45888  0.49
H  0.67870  -6.09278  5.27776  0.28
H  -0.76776  -6.92744  4.73463  0.29
H  -2.62032  -5.93970  6.98690  0.46
H  -3.08645  -5.95517  5.28460  0.32
H  -3.20963  -4.46340  6.19423  0.36
H  -0.13385  -2.47074  5.07868  0.51
H  2.04158  -1.88829  4.81819  0.06
H  5.87055  -1.97305  2.96041  0.20
H  6.74012  -2.31182  1.01135  0.36
H  7.13720  -0.73587  1.69237  0.38
H  7.26090  -1.00512  -0.05109  0.46
H  4.74123  -2.60871  -0.43403  0.32
H  5.33893  -1.31971  -1.48589  0.45
H  3.67692  -1.25741  -0.84845  0.33
H  5.74515  1.26623  1.13865  0.34
H  4.30532  1.13819  0.11385  0.29
H  5.92602  0.88068  -0.57964  0.45
H  6.01550  -3.97445  3.98358  0.32
H  4.47606  -4.75544  4.29871  0.35
H  5.70127  -4.66105  5.57842  0.49
H  6.54305  -1.71675  5.11756  0.32
H  6.24180  -2.49778  6.67536  0.44
H  5.38415  -1.00803  6.22577  0.36
H  2.79942  -3.72508  5.90476  0.24
H  3.15592  -2.21648  6.71413  0.38
H  4.09426  -3.66309  7.10776  0.49
H  -2.15325  -5.76733  3.29066  0.21
H  -3.61382  -6.27194  1.79420  0.37
H  -2.00662  -6.89395  1.42408  0.36
H  -3.19132  -6.70326  0.13202  0.48
H  -4.36589  -4.08185  0.87163  0.34
H  -3.87322  -4.63361  -0.73547  0.46
H  -3.29225  -3.07015  -0.10730  0.29
H  -0.40427  -5.55423  0.08027  0.32
H  -0.82197  -3.96113  -0.56642  0.34
H  -1.60498  -5.42445  -1.21147  0.43
Cl  -3.24836  4.41557  -6.48340  -0.30
C  -2.38747  3.27284  -5.43886  0.02
C  -1.63560  2.23527  -6.02022  -0.29
C  -0.95101  1.32772  -5.27029  -0.76
C  -0.95355  1.37149  -3.81504  0.08
O  -0.33637  0.54420  -3.11820  -0.69
C  -1.73673  2.45832  -3.25757  1.11
C  -1.88190  2.73276  -1.82720  -0.32
O  -1.36147  2.12348  -0.91451  -0.65
C  -2.42715  3.36724  -4.07855  -0.63
H  -1.59106  2.14310  -7.10092  0.35
H  -0.37812  0.53525  -5.73049  0.37
H  -2.53776  3.60108  -1.60379  0.20
H  -2.99862  4.15966  -3.60508  0.27

Force components x, y, z for each atom (eV/Å):
Cs -0.097 -0.230 -0.783
C 0.060 0.061 0.246
C 0.033 0.135 -0.046
C 0.055 -0.085 -0.085
C -0.106 -0.007 0.056
C -0.105 -0.198 -0.293
C 0.251 0.342 0.240
C -0.275 -0.615 -0.143
Se 0.050 0.160 0.829
C 0.460 -0.210 -0.138
C -0.372 -0.012 0.222
C 0.248 0.011 -0.268
C 0.077 0.009 0.023
C -0.154 -0.051 0.419
C -0.062 0.286 -0.850
O 0.751 -0.010 0.975
C -0.148 -0.148 0.153
C 0.195 -0.068 -0.122
C 0.275 -0.113 -0.102
C 0.168 -0.002 0.022
C -0.149 0.020 -0.066
C 0.024 -0.056 -0.078
C 0.063 0.081 0.045
C -0.104 -0.054 0.209
C -0.136 -0.020 -0.692
O -0.247 -0.301 0.624
C 0.058 0.232 0.402
C -0.107 -0.078 -0.009
C 0.286 -0.007 0.188
C -0.010 -0.211 -0.116
C -0.069 -0.107 0.104
C -0.071 -0.314 -0.130
H 0.000 0.022 0.011
H -0.113 -0.025 -0.027
H 0.017 -0.100 -0.091
H 0.009 -0.024 0.061
H 0.017 0.072 0.013
H -0.047 0.013 -0.027
H -0.009 -0.003 0.048
H 0.029 -0.053 -0.060
H 0.045 0.066 0.034
H -0.021 0.034 -0.019
H -0.016 0.041 -0.013
H -0.049 -0.034 0.031
H -0.071 -0.030 -0.026
H -0.041 0.082 0.000
H 0.028 0.005 0.022
H -0.018 -0.017 0.016
H -0.037 0.003 -0.052
H -0.055 0.098 0.049
H -0.017 -0.007 0.013
H -0.153 -0.039 -0.018
H -0.035 0.103 -0.028
H 0.033 0.070 -0.023
H -0.063 0.011 0.020
H 0.006 -0.036 0.052
H 0.026 -0.035 -0.047
H 0.009 -0.007 0.041
H -0.067 -0.005 0.035
H 0.078 -0.060 -0.090
H 0.103 0.087 -0.006
H -0.020 0.006 0.010
H 0.056 0.019 0.063
H -0.051 0.066 -0.019
H 0.073 0.040 -0.010
H -0.022 -0.020 0.024
H 0.020 0.017 0.016
H -0.057 0.106 -0.054
H 0.130 0.149 -0.033
H 0.030 -0.005 0.013
H -0.067 0.067 0.038
H 0.009 0.011 -0.044
Cl 0.134 -0.181 0.214
C 0.070 -0.100 -0.175
C 0.053 -0.083 -0.511
C -0.104 0.150 0.531
C -0.073 0.115 0.070
O -0.012 0.044 -0.612
C -0.423 0.586 0.312
C 0.404 -0.519 -0.619
O -0.430 0.672 0.140
C -0.032 0.039 -0.021
H -0.089 0.121 -0.006
H 0.029 -0.042 -0.068
H -0.055 0.064 -0.003
H -0.005 0.004 -0.010

The value obtained for the energy above the lowest of the compared OMol25 structures with the same formula, charge and spin is 15.3 kcal per mole. Its HOMO energy is -0.05932 Ha. Its total charge is -2. The LUMO energy is 0.14419 Eh.


Q: Which value of LUMO energy does entry 1 give?
A: -0.08165 Eh